The following is a DFT calculation (the ωB97M-V functional and the def2-TZVPD basis) of a cluster of 11 separate species, C14H50N8O11 in total at a distorted geometry.

## Properties
**HOMO energy**: -0.321 Eh
**LUMO energy**: -0.2 eV
**Structure (SMILES)**: NC(N)=O.NC(N)=O.NC(N)=O.NC(N)=O.CCO.CCO.CCO.CO.CO.CO.CO

```
83
C14H50N8O11, DFT the ωB97M-V functional and the def2-TZVPD basis
N 0.347 -1.031 0.127
C 0.132 0.189 -0.133
N 0.239 0.391 -1.397
O -0.142 1.120 0.826
H 0.319 -1.281 1.130
H 0.656 -1.748 -0.503
H 0.354 1.367 -1.701
H 0.437 -0.298 -2.125
N 0.517 3.269 -1.844
C 0.200 3.187 -3.101
N 1.254 3.213 -3.788
O -1.125 3.073 -3.506
H -0.177 3.398 -1.180
H 1.428 3.564 -1.555
H 1.060 2.957 -4.799
H 2.159 3.152 -3.437
N -0.023 -2.071 2.541
C -1.157 -2.724 2.606
N -2.247 -1.946 2.634
O -1.322 -4.110 2.694
H 0.836 -2.611 2.543
H 0.087 -1.200 3.046
H -3.152 -2.439 2.313
H -2.230 -0.948 2.567
N -2.128 -0.200 -2.315
C -2.031 -1.136 -3.254
N -3.130 -1.702 -3.523
O -0.867 -1.269 -4.012
H -1.172 0.136 -1.978
H -2.860 -0.197 -1.578
H -3.084 -2.467 -4.192
H -3.833 -1.686 -2.701
C -1.321 -4.449 -2.081
C -0.875 -4.045 -0.710
O -1.633 -2.965 -0.268
H -1.059 -3.633 -2.753
H -2.358 -4.554 -2.174
H -0.657 -5.288 -2.390
H 0.233 -3.841 -0.815
H -1.061 -4.855 -0.018
H -0.998 -2.251 -0.055
C -4.648 0.704 3.036
C -3.423 1.530 2.794
O -2.719 0.829 1.791
H -4.452 -0.434 3.060
H -5.326 0.967 2.296
H -5.294 0.921 3.931
H -2.803 1.538 3.607
H -3.457 2.559 2.448
H -1.906 1.329 1.611
C 2.217 0.472 3.218
C 1.280 0.323 4.422
O 0.017 0.330 3.931
H 3.215 0.209 3.520
H 2.374 1.521 3.006
H 2.140 -0.116 2.220
H 1.413 1.157 5.061
H 1.328 -0.540 4.965
H -0.586 -0.124 4.501
C 3.060 2.065 0.176
O 3.306 3.279 -0.532
H 2.895 1.148 -0.398
H 2.153 2.147 0.846
H 3.915 1.863 0.896
H 4.163 3.246 -0.996
C 2.600 0.381 -4.038
O 2.347 -0.937 -4.406
H 2.641 0.949 -4.920
H 3.533 0.565 -3.465
H 1.875 0.630 -3.341
H 3.096 -1.103 -4.966
C -0.026 3.762 3.028
O 0.016 4.804 2.181
H 0.663 2.955 2.790
H -1.063 3.367 2.990
H 0.305 3.989 4.104
H 0.785 4.780 1.662
C 2.594 -2.312 -1.384
O 1.540 -2.160 -2.272
H 3.527 -2.392 -1.940
H 2.590 -3.208 -0.813
H 2.723 -1.456 -0.770
H 1.797 -1.605 -3.013
```